<P>
A gas-phase ion, C7H12N3 (charge +1). Source: the Open Molecules 2025 dataset; level of theory: wB97M-V/def2-TZVPD.

ORCA input file:
```
! RIJCOSX wB97M-V def2-TZVPD def2/J DEFGRID3
* xyz 1 1
C 0.91 -1.86 1.31
C -0.13 0.08 0.50
C 1.47 1.57 -2.02
C 0.66 0.55 -1.78
C -1.17 1.09 0.66
C -0.19 -0.03 -2.86
C -0.62 -0.85 2.79
N 1.63 -2.06 0.33
N 0.08 -0.78 1.53
N 0.53 -0.03 -0.61
H 1.14 -2.50 2.22
H 1.96 2.28 -1.31
H 1.57 1.79 -3.14
H -2.04 0.57 1.14
H -0.74 1.85 1.29
H -1.16 1.35 -0.33
H -0.74 0.73 -3.36
H 0.29 -0.65 -3.59
H -0.93 -0.54 -2.25
H -0.04 -0.83 3.69
H -1.31 0.03 2.84
H -1.16 -1.77 2.94
*
```

Properties
- highest occupied orbital energy (spin up / spin down) (Eh) = -0.5144 / -0.5042
- HOMO-LUMO gap (spin up / spin down) (eV) = 9.5 / 7.2

In the Löwdin picture, each atom carries the following charge in e: -0.28 -0.29 0.20 -0.40 0.06 0.01 -0.02 0.26 -0.07 0.21 0.17 0.12 0.13 0.13 0.12 0.06 0.09 0.10 0.09 0.10 0.11 0.10

***

<Q>
A molecular structure, C7H12N3. Source: the Open Molecules 2025 dataset; level of theory: wB97M-V/def2-TZVPD.

ORCA input file:
```
! RIJCOSX wB97M-V def2-TZVPD def2/J DEFGRID3
* xyz 1 1
C -1.51 1.89 0.37
C 2.24 1.08 -0.02
C -0.28 -0.06 0.37
C 1.67 -0.15 0.03
C 2.13 -1.56 0.18
C -2.96 -0.93 -0.87
C -2.82 -0.16 0.43
N -1.53 3.03 0.28
N 3.54 1.34 -0.27
N -1.53 0.57 0.39
H 1.72 2.06 -0.13
H -0.31 -1.14 0.65
H 1.29 -1.97 -0.15
H 2.43 -1.89 1.14
H 2.95 -1.67 -0.42
H -2.29 -1.79 -0.90
H -4.01 -1.14 -1.11
H -2.50 -0.15 -1.48
H -2.73 -0.84 1.21
H -3.51 0.53 0.66
H 3.75 2.32 -0.33
H 4.25 0.62 -0.02
*
```

Properties
- highest occupied orbital energy (spin up / spin down) (Eh) = -0.4716 / -0.4716
- HOMO-LUMO gap (spin up / spin down) (eV) = 7.4 / 7.4

In the Löwdin picture, each atom carries the following charge in e: -0.26 -0.18 0.26 -0.08 -0.04 -0.03 -0.15 0.24 0.11 -0.08 0.14 0.11 0.03 0.10 0.07 0.09 0.10 0.09 0.11 0.10 0.11 0.15

***

<R>
2 unconnected molecules or ions with the total composition C7H12N3. Source: the Open Molecules 2025 dataset; level of theory: wB97M-V/def2-TZVPD.

ORCA input file:
```
! RIJCOSX wB97M-V def2-TZVPD def2/J DEFGRID3
* xyz 1 1
C 1.99 -1.76 -0.31
C 0.83 -1.37 -0.90
C 1.72 0.40 0.04
C -2.92 -1.07 -0.02
C -2.40 -0.46 1.26
C -2.31 0.07 -0.13
C 1.94 1.79 0.48
N 2.53 -0.64 0.27
N 0.69 -0.03 -0.67
N -1.75 1.06 -0.92
H 2.46 -2.72 -0.24
H 0.10 -1.93 -1.45
H -3.46 -1.88 -0.43
H -3.09 -0.01 1.97
H -1.53 -0.90 1.74
H 2.42 2.37 -0.31
H 0.99 2.27 0.70
H 2.57 1.84 1.36
H 3.40 -0.62 0.79
H -0.18 0.52 -0.90
H -2.16 1.07 -1.85
H -1.84 1.98 -0.50
*
```

Properties
- highest occupied orbital energy (Eh) = -0.4473
- HOMO-LUMO gap (eV) = 9.6

In the Löwdin picture, each atom carries the following charge in e: -0.03 -0.03 -0.29 0.04 -0.09 -0.34 0.03 0.15 0.14 0.08 0.13 0.13 0.09 0.08 0.07 0.10 0.09 0.10 0.19 0.10 0.13 0.12

***

Quick one: least stable of them? <Q>